No. 1
DFT (ωB97M-V/def2-TZVPD) results for a 7-piece molecular cluster, C35H62Cl13N2O3 overall in a non-equilibrium geometry.

The value obtained for the LUMO energy is 1.57 eV. The net charge is -1. Its highest occupied orbital energy is -0.1802 Ha.

The geometry in XYZ format:
```
115
Properties=species:S:1:pos:R:3:forces:R:3
C -0.2359 -1.8269 3.9143 0.43 -0.18 -0.27
C 0.4081 -0.7768 3.0101 -0.60 -0.72 0.39
Cl 0.1105 -1.2864 1.3173 -0.01 0.28 0.43
C -0.1234 0.6110 3.3544 0.69 0.35 0.18
N 0.3199 1.7519 2.5652 -0.15 -0.06 -0.80
C 1.7344 1.6833 2.2244 0.56 0.06 0.95
C 2.4306 3.0420 2.0465 0.36 0.04 -0.16
C 3.4247 3.0209 0.8806 0.26 0.47 0.64
C 4.8998 2.7736 1.2713 -0.34 -0.20 -0.63
C 5.5000 1.9126 0.1380 -0.71 0.04 1.04
C 5.0844 0.4596 0.3847 1.02 -0.46 -0.28
C 4.8270 -0.3898 -0.8594 -0.73 0.28 0.02
C 3.4928 -0.0421 -1.5585 -0.26 -0.42 0.33
C 2.4651 -1.1553 -1.3593 0.35 0.02 -0.75
C 1.1649 -0.8814 -2.1154 0.09 -0.35 0.00
C 0.0075 -1.7975 -1.6546 0.38 0.21 -0.81
C -0.5043 -2.7445 -2.7771 0.58 0.58 1.57
N 0.1757 -4.0280 -2.7075 -1.24 0.39 -0.46
C -0.4226 -5.1724 -2.2834 -1.21 0.42 0.36
C 0.4717 -6.1624 -2.2993 1.55 -1.58 -0.15
C 1.6942 -5.6228 -2.7881 -0.25 -1.33 0.43
C 1.4458 -4.3252 -3.0221 1.47 1.37 -0.75
C -0.5635 2.0336 1.4005 -0.61 0.49 0.48
C -1.5961 3.1394 1.8015 0.41 -0.54 0.70
C -1.0769 4.5459 1.9411 -0.13 0.84 -1.73
O -1.2005 5.3507 1.0257 -0.25 -0.36 1.13
C 0.1864 2.2996 0.0694 0.52 -0.66 -1.29
O 0.2390 1.2961 -0.7125 -0.50 0.94 1.10
O 0.7078 3.4067 -0.1441 -0.44 0.05 0.44
H 0.2824 -2.7717 3.7606 0.04 -0.11 0.06
H -1.2718 -2.0089 3.6411 -0.20 0.25 0.20
H -0.1134 -1.5455 4.9604 -0.23 0.03 0.08
H 1.4755 -0.8704 3.1699 0.23 0.37 -0.22
H 0.2282 0.7963 4.3789 -0.01 -0.13 0.10
H -1.2088 0.5711 3.4280 -0.16 0.12 -0.27
H 2.2354 1.2304 3.0877 -0.11 -0.20 0.04
H 1.9576 1.0108 1.3871 -0.27 0.11 -0.21
H 2.9894 3.2621 2.9574 -0.04 0.12 0.21
H 1.7278 3.8536 1.8989 -0.25 -0.14 -0.03
H 3.3721 3.9751 0.3595 -0.09 -0.07 -0.25
H 3.1201 2.2420 0.1878 -0.14 0.18 -0.13
H 5.4483 3.7097 1.3798 -0.06 0.13 0.09
H 4.9422 2.2521 2.2312 0.20 -0.09 0.02
H 6.5793 2.0463 0.0842 0.09 -0.21 -0.28
H 5.0079 2.2510 -0.7664 0.37 0.18 -0.32
H 5.8873 -0.0263 0.9493 0.00 0.01 0.18
H 4.2063 0.4061 1.0288 -0.19 0.12 -0.06
H 5.6382 -0.3477 -1.5885 0.26 0.12 0.18
H 4.7457 -1.4247 -0.5207 0.16 -0.15 -0.13
H 3.0278 0.8755 -1.1907 0.25 0.12 -0.01
H 3.6446 0.0974 -2.6244 -0.03 -0.02 -0.15
H 2.3072 -1.3517 -0.2980 -0.12 0.15 0.03
H 2.9153 -2.0561 -1.7901 -0.01 -0.29 0.26
H 1.3606 -1.0755 -3.1761 0.06 0.00 -0.13
H 0.9136 0.1734 -2.0182 -0.10 -0.27 0.01
H 0.3830 -2.4029 -0.8327 -0.22 -0.30 -0.06
H -0.8166 -1.2022 -1.2660 -0.03 0.14 -0.08
H -0.3461 -2.2540 -3.7324 -0.22 -0.20 -0.27
H -1.5513 -2.9211 -2.5583 -0.22 -0.23 -0.48
H -1.4506 -5.2488 -1.9866 -0.21 0.44 -0.01
H 0.3125 -7.1774 -1.9970 -0.09 -0.16 0.05
H 2.6252 -6.1375 -2.9248 0.16 -0.05 -0.06
H 2.1584 -3.6193 -3.4144 -0.26 0.40 0.05
H -1.1946 1.1647 1.2297 0.09 -0.21 -0.18
H -1.9658 2.8128 2.7821 -0.03 0.09 0.06
H -2.4442 3.0785 1.1208 0.09 0.39 -0.29
H -0.5843 4.8930 2.8755 -0.25 -0.49 -0.44
Cl -4.9635 5.5040 3.8192 -0.05 -0.02 0.04
C -5.0632 5.7257 2.0474 0.04 0.01 -0.03
C -4.5057 7.0584 1.6188 0.14 -0.04 -0.03
Cl -5.5336 8.4199 2.1585 -0.02 0.02 0.03
H -6.1034 5.6117 1.7520 -0.02 0.05 0.06
H -4.4889 4.9212 1.5967 0.11 0.04 0.06
H -4.4616 7.1067 0.5351 -0.07 0.00 -0.01
H -3.5044 7.2150 2.0116 -0.03 0.00 0.05
Cl 0.6611 4.4533 4.8145 0.23 -0.11 0.38
C 0.8726 5.3568 6.3336 -0.04 -0.10 0.03
C 0.8187 6.8484 6.1208 -0.06 0.06 0.12
Cl 2.2321 7.4501 5.2168 0.00 0.01 -0.02
H 1.8179 5.0532 6.7782 0.03 0.04 -0.06
H 0.0655 5.0535 6.9999 -0.03 0.06 -0.02
H 0.8189 7.3577 7.0838 0.03 -0.03 0.01
H -0.0764 7.1392 5.5763 0.04 -0.04 -0.08
Cl -4.4516 4.9760 -1.0947 0.07 -0.11 -0.17
C -5.6180 4.7782 -2.4219 -0.01 -0.13 -0.01
C -5.8579 6.0718 -3.1551 -0.03 -0.02 -0.15
Cl -6.7324 7.2579 -2.1491 0.03 0.02 0.03
H -6.5398 4.3789 -2.0052 -0.01 0.07 0.03
H -5.2014 4.0385 -3.1042 0.05 0.06 -0.03
H -6.4713 5.8879 -4.0360 -0.04 -0.02 0.04
H -4.9232 6.5264 -3.4734 0.01 0.02 0.09
Cl 0.3268 -9.9254 0.4303 0.01 0.01 0.01
C -1.4474 -9.9920 0.6008 -0.06 -0.10 0.03
C -2.1551 -9.3008 -0.5349 0.02 0.25 0.04
Cl -1.9150 -7.5344 -0.4964 -0.10 -0.13 0.16
H -1.7096 -9.5504 1.5590 0.05 0.07 -0.02
H -1.7241 -11.0455 0.6198 0.00 0.00 -0.05
H -3.2223 -9.4738 -0.4631 -0.04 0.05 0.08
H -1.8113 -9.6649 -1.4997 0.06 0.04 0.01
Cl -3.8217 -11.8291 -1.3827 -0.13 -0.32 -0.06
C -5.4108 -11.8077 -2.1908 -0.09 -0.11 -0.08
C -5.6678 -10.4978 -2.8898 -0.05 0.02 -0.09
Cl -5.8890 -9.1585 -1.7364 0.04 0.01 0.01
H -6.1707 -12.0164 -1.4420 0.04 0.07 0.05
H -5.4104 -12.6199 -2.9162 0.05 0.04 -0.03
H -6.5826 -10.5686 -3.4761 -0.02 -0.03 0.04
H -4.8500 -10.2349 -3.5565 0.04 0.02 0.06
Cl 5.0264 2.2162 -3.3632 0.17 0.19 -0.26
C 4.4090 3.3891 -4.5494 0.00 0.11 0.07
C 3.6965 2.7178 -5.6946 -0.16 0.08 0.01
Cl 4.8147 1.8012 -6.7432 0.01 -0.03 -0.02
H 5.2454 3.9910 -4.8975 0.03 -0.07 -0.04
H 3.7141 4.0383 -4.0181 -0.06 -0.07 0.00
H 3.2204 3.4694 -6.3223 0.05 0.02 0.00
H 2.9328 2.0314 -5.3378 0.07 -0.06 0.03
```
Positions in Å, forces in eV/Å.

No. 2
DFT (ωB97M-V/def2-TZVPD) results for C2H5NOS in the gas phase in a non-equilibrium geometry.

The value obtained for the LUMO energy is 0.56 eV. As for the SMILES: OC/C=N\S. Its highest occupied orbital energy is -0.3289 Ha.

The geometry in XYZ format:
```
10
Properties=species:S:1:pos:R:3:forces:R:3
O 0.9328 -1.2279 -0.2200 -0.41 0.06 1.42
C 0.8436 0.0586 0.3612 0.70 1.14 0.25
C -0.2936 1.0119 -0.0920 0.71 -1.29 0.14
N -1.5274 0.8058 -0.2453 -0.20 0.69 0.04
S -2.3501 -0.6016 0.0835 0.34 -0.57 -0.13
H 0.9748 -1.1239 -1.1468 0.12 0.09 -1.68
H 1.7626 0.6661 0.1797 -0.31 -0.56 -0.19
H 0.9007 -0.0981 1.4476 -0.65 0.03 -0.18
H 0.0741 1.9864 -0.3719 -0.05 0.46 0.04
H -1.3175 -1.4774 0.0041 -0.25 -0.04 0.29
```
Positions in Å, forces in eV/Å.

No. 3
DFT (ωB97M-V/def2-TZVPD) results for C15H18ClN3OTc as an isolated structure in a non-equilibrium geometry.

The value obtained for the LUMO energy (spin up / spin down) is -8.28 / -8.76 eV. The net charge is +2. Its expectation value of S² is 3.799. Its highest occupied orbital energy (spin up / spin down) is -0.5526 / -0.5605 Ha. The spin multiplicity is 4.

The geometry in XYZ format:
```
39
Properties=species:S:1:pos:R:3:forces:R:3
Tc -0.0279 -0.3874 -1.0356 -0.65 -1.48 0.20
O -1.2118 -1.6082 -1.7876 -0.05 0.11 -0.11
C -2.2392 -2.4060 -1.3891 0.34 0.22 0.02
C -2.8584 -3.2200 -2.3154 0.00 -0.09 -0.28
C -3.8887 -4.0445 -1.9071 -0.05 -0.04 0.00
C -4.3068 -4.0527 -0.5776 -0.01 -0.03 -0.06
C -3.6931 -3.2265 0.3358 -0.03 0.02 0.13
C -2.6451 -2.3853 -0.0553 0.07 0.15 0.29
C -2.0083 -1.4900 0.8945 0.01 0.07 0.13
N -0.9971 -0.6100 0.6854 0.23 0.12 -0.42
C -0.7130 0.0407 1.8921 0.05 -0.06 -0.17
C -1.5521 -0.4412 2.8204 -0.16 -0.13 0.01
N -2.3418 -1.3800 2.1807 -0.08 -0.03 0.28
H -2.5206 -3.1949 -3.3428 -0.02 -0.04 0.01
H -4.3725 -4.6885 -2.6285 0.00 0.00 -0.01
H -5.1112 -4.7017 -0.2631 -0.01 0.00 -0.01
H -4.0410 -3.2404 1.3614 0.01 -0.01 -0.03
H 0.0568 0.7841 1.9839 0.02 -0.01 -0.06
H -1.6619 -0.2045 3.8645 -0.03 -0.03 -0.01
H -3.0677 -1.9188 2.6292 0.00 0.03 0.00
Cl 2.8162 -1.3592 0.1941 -0.10 -0.01 -0.02
C 1.4376 -1.8550 -0.7442 -0.27 0.34 -0.03
H 0.9516 -2.7113 -0.2855 -0.01 -0.07 -0.03
H 1.7130 -2.0634 -1.7847 0.06 -0.02 -0.01
C 4.1477 2.7422 -0.3503 -0.07 0.00 -0.02
C 2.7018 3.2188 -0.0948 0.08 -0.05 0.17
C 2.3213 4.3825 -1.0269 -0.03 -0.04 -0.02
C 2.5043 3.6046 1.3895 0.01 0.01 -0.10
C 1.8128 2.0901 -0.3623 0.03 0.18 -0.06
N 1.1147 1.1945 -0.5613 0.65 0.91 0.19
H 4.8090 3.5841 -0.1478 0.00 -0.02 0.00
H 4.2903 2.4351 -1.3861 0.00 0.02 0.01
H 4.4229 1.9202 0.3101 -0.01 0.02 0.00
H 3.0014 5.2057 -0.8107 -0.02 0.00 -0.01
H 1.3013 4.7235 -0.8511 0.02 0.00 0.01
H 2.4347 4.1114 -2.0762 0.01 0.00 0.02
H 3.1693 4.4418 1.6006 -0.01 -0.01 0.00
H 2.7703 2.7837 2.0558 -0.01 0.01 -0.01
H 1.4813 3.9264 1.5862 0.02 -0.01 0.00
```
Positions in Å, forces in eV/Å.

No. 4
DFT (ωB97M-V/def2-TZVPD) results for C4H4N2O2 in the gas phase in a non-equilibrium geometry.

The value obtained for the LUMO energy is -2.31 eV. As for the SMILES: O=C/C=N/N=C/C=O. Its highest occupied orbital energy is -0.3880 Ha.

The geometry in XYZ format:
```
12
Properties=species:S:1:pos:R:3:forces:R:3
O -4.0419 -0.3368 -0.3552 8.93 -0.05 4.63
C -2.7974 -0.3625 0.2522 -3.63 -0.61 -3.00
C -1.5343 0.6687 0.0309 -1.65 -2.69 0.22
N -0.4755 -0.0511 0.1096 -2.02 1.35 -0.86
N 0.6961 0.6290 -0.2428 0.28 -1.49 2.45
C 1.6016 0.0194 0.4622 -3.36 -3.20 1.64
C 2.8659 0.4244 0.1386 7.15 -3.91 -4.55
O 3.6677 -0.8595 -0.4218 -4.24 8.38 3.66
H -2.1369 -1.3185 0.8650 -2.84 2.27 -1.71
H -1.5520 1.7194 -0.2217 -0.24 0.08 -0.19
H 1.3485 -1.0307 1.1906 0.87 3.44 -2.39
H 2.9748 1.6548 0.0104 0.75 -3.58 0.08
```
Positions in Å, forces in eV/Å.

No. 5
DFT (ωB97M-V/def2-TZVPD) results for C8H16Cl2OPb as an isolated structure in a non-equilibrium geometry.

The value obtained for the LUMO energy (spin up / spin down) is -1.69 / -1.75 eV. Its highest occupied orbital energy (spin up / spin down) is -0.2622 / -0.2597 Ha.

The geometry in XYZ format:
```
28
Properties=species:S:1:pos:R:3:forces:R:3
Pb 0.0893 0.0487 1.1601 0.08 -0.40 0.82
Cl 0.3391 -2.3562 0.5060 -0.02 -1.41 0.22
Cl 1.2758 2.2848 1.6546 0.38 0.51 0.24
C 2.6140 -0.3283 -0.6005 -0.02 0.56 -0.09
H 3.0640 0.2542 0.2252 -0.26 -0.40 -0.56
H 3.1302 -1.2439 -0.9400 -0.40 0.56 0.29
C -1.9068 0.6792 0.4888 -0.77 -0.91 3.92
C 1.4807 0.0827 -1.1887 0.26 0.37 -0.30
H -2.7448 0.6262 1.2410 0.83 0.09 -1.21
C 0.7898 -0.6373 -2.3231 0.09 -0.28 -0.32
H 0.9742 1.0320 -0.8688 0.93 -0.51 -0.42
C -0.4843 0.0868 -2.8101 0.37 -0.77 0.02
H 1.5055 -0.7610 -3.1631 -0.35 0.15 0.41
H 0.5280 -1.6611 -1.9828 0.15 0.54 -0.25
C -1.6750 -0.1069 -1.8540 -0.22 0.91 -0.61
H -0.2547 1.1472 -2.9582 -0.17 -0.05 -0.07
H -0.7544 -0.3381 -3.7850 0.07 0.16 0.14
C -1.8479 1.0934 -0.8379 -0.62 -0.28 -1.72
H -2.5980 -0.0968 -2.4484 0.19 -0.25 0.15
H -1.6036 -1.0707 -1.3405 -0.05 0.20 0.01
H -1.0671 1.8388 -0.9908 -0.01 0.28 -0.26
H -2.8275 1.5171 -0.9338 -0.53 0.85 -1.08
C 0.7394 -0.5128 4.0749 -1.71 -0.32 -1.14
O -0.6285 -0.4236 3.5006 -1.03 3.13 -0.49
H 1.2409 -1.3106 3.5083 -0.11 0.22 0.39
H 0.4183 -0.8007 5.0289 1.02 -0.47 1.84
H 1.2519 0.4255 3.9929 0.34 0.40 0.15
H -1.0487 0.5313 3.6445 1.56 -2.91 -0.06
```
Positions in Å, forces in eV/Å.

No. 6
DFT (ωB97M-V/def2-TZVPD) results for a 2-piece molecular cluster, C7H17N2O2PS overall in a non-equilibrium geometry.

The value obtained for the LUMO energy is 0.26 eV. As for the SMILES: [H]/N=P/OC(C)C.CC(C)OC(N)=S. Its highest occupied orbital energy is -0.3071 Ha.

The geometry in XYZ format:
```
30
Properties=species:S:1:pos:R:3:forces:R:3
H 2.1537 1.0939 -1.8013 -0.23 0.28 -0.43
N 1.1471 0.9888 -1.9562 0.28 0.62 0.75
P 0.3576 1.4434 -0.6934 -1.08 -0.61 -1.10
O -1.0954 0.7155 -1.0542 1.67 0.32 -1.34
C -2.3125 0.8731 -0.4185 -1.72 -0.38 1.33
C -3.3977 1.4348 -1.4074 4.96 -2.07 -0.86
C -2.6969 -0.5130 0.2000 3.67 0.04 -0.56
H -2.1318 1.5928 0.3685 -0.42 0.37 0.59
H -3.5282 0.6443 -2.1562 -0.19 0.51 -0.14
H -4.2525 1.6986 -0.9710 -3.51 0.78 1.96
H -2.9210 2.3173 -1.7967 -0.07 0.34 -0.73
H -2.6033 -1.2387 -0.6516 -1.06 0.39 0.85
H -3.5718 -0.4161 0.7837 -1.27 -0.46 0.15
H -1.8418 -0.8890 0.8997 -1.39 0.93 -1.01
C 3.0165 0.2831 0.8473 2.47 -0.24 1.07
C 1.8696 -0.5399 1.4516 1.40 0.58 -3.68
C 1.1684 0.0936 2.5658 -2.05 1.99 -1.45
O 0.9810 -0.9058 0.3311 -1.36 0.89 0.54
C 1.2894 -1.6845 -0.7193 -1.76 -0.26 -0.15
N 0.2874 -1.6832 -1.6875 3.10 -2.20 1.68
S 2.5955 -2.6473 -0.7026 0.83 -0.70 -0.42
H 2.7990 1.0450 0.1153 -0.41 0.23 0.19
H 3.5967 0.7329 1.6757 -0.67 0.38 -0.08
H 3.8799 -0.2990 0.4248 -1.38 -0.13 -0.05
H 2.3299 -1.4123 1.7697 0.60 -2.01 0.66
H 1.7905 -0.0132 3.3835 1.27 0.33 1.86
H 0.2715 -0.4091 2.7953 -1.13 -0.98 0.29
H 0.8238 1.1481 2.3802 0.81 -0.78 0.20
H -0.3769 -0.9526 -1.6654 -0.91 0.49 -0.43
H 0.3717 -2.5016 -2.3111 -0.44 1.36 0.32
```
Positions in Å, forces in eV/Å.

No. 7
DFT (ωB97M-V/def2-TZVPD) results for C4H5NO3 in the gas phase in a non-equilibrium geometry.

The value obtained for the LUMO energy is 0.51 eV. As for the SMILES: C=N[C@]1(C(=O)O)CO1. Its highest occupied orbital energy is -0.3802 Ha.

The geometry in XYZ format:
```
13
Properties=species:S:1:pos:R:3:forces:R:3
C 1.4000 0.7525 1.3828 -0.58 0.34 0.86
N 0.2459 0.8424 0.8562 1.35 0.80 0.31
C -0.1401 -0.1045 -0.0680 1.26 -2.16 -0.11
C -1.0756 0.3820 -1.1488 0.47 -0.42 -0.76
O -1.6905 -0.3523 -1.8744 -0.04 0.03 0.18
O -1.0888 1.7109 -1.2423 -0.02 0.35 0.09
C -0.0953 -1.5489 0.2301 -0.57 -0.24 0.11
O 1.0109 -1.0927 -0.4921 -1.71 1.46 -0.25
H 2.0660 -0.1085 1.4059 -0.06 -0.09 -0.81
H 1.7419 1.5811 1.9902 -0.20 0.14 0.25
H -1.6728 1.9763 -1.9716 0.03 -0.27 0.10
H 0.0839 -1.8615 1.2584 0.05 0.15 0.01
H -0.7855 -2.1768 -0.3264 0.02 -0.09 0.02
```
Positions in Å, forces in eV/Å.

Short version: energy relative to the best compared isomer or geometry (same formula, charge and spin) = 2.2, 200.2, 2.9, 1012.0, 303.4, 22.5, 238.1 kJ/mol, in the order given.
Short version: E_tot = -7688.58638, -607.33057, -1362.29162, -414.46075, -1502.70510, -1276.40714, -435.82981 Eh, in the order given.